*P*
The following is a DFT calculation (ωB97M-V with the def2-TZVPD basis set) of C35H24BrF5N7O4STi as an isolated structure.

Values from the calculation:
E_HOMO   -10.86 eV
HOMO-LUMO gap   0.255 hartree

Geometry as ORCA input:
```
! wB97M-V def2-TZVPD RIJCOSX def2/J DEFGRID3
* xyz 1 1
Ti -0.8352 -1.0224 0.2616
C 1.2057 -3.6404 -1.5862
O 1.2494 -2.2909 -1.0962
C 2.2261 -1.4964 -1.6205
C 3.2782 -1.9167 -2.4080
C 4.1538 -0.9623 -2.9228
Br 5.6011 -1.5367 -3.9827
C 3.9728 0.3793 -2.6863
C 2.9096 0.7990 -1.8801
C 2.0674 -0.1544 -1.3162
O 1.0357 0.1764 -0.5056
C 2.5790 2.2149 -1.6739
N 1.5716 2.5926 -0.9175
C 1.4922 3.9782 -1.0237
C 0.6015 4.8801 -0.4452
C 0.7586 6.2174 -0.7522
C 1.7828 6.6540 -1.6121
C 2.6737 5.7678 -2.1865
C 2.5007 4.4237 -1.8718
N 3.1828 3.2745 -2.2653
H 2.0462 -4.2052 -1.1813
H 1.2242 -3.6411 -2.6738
H 0.2595 -4.0542 -1.2655
H 3.4264 -2.9596 -2.6427
H 4.6547 1.0949 -3.1279
H 0.9470 1.2101 -0.5291
H -0.1842 4.5406 0.2204
H 0.0819 6.9475 -0.3253
H 1.8743 7.7107 -1.8292
H 3.4609 6.1071 -2.8492
H 3.9607 3.2337 -2.9009
O -0.7868 -2.7388 0.6317
C -1.3985 -3.7672 1.2844
C -0.9203 -5.0566 1.1613
C -1.5494 -6.0826 1.8464
C -2.6401 -5.8152 2.6676
C -3.0884 -4.5147 2.8025
C -2.4746 -3.4761 2.1090
C -2.9031 -2.0861 2.2670
N -2.2742 -0.9901 1.8436
C -3.0574 0.0991 2.2086
C -4.1428 -0.3451 2.8715
N -4.0247 -1.7223 2.8995
H -0.0664 -5.2535 0.5285
H -1.1835 -7.0957 1.7400
H -3.1290 -6.6157 3.2072
H -3.9151 -4.3121 3.4729
H -2.7867 1.1087 1.9683
H -4.9740 0.1769 3.3141
H -4.6995 -2.3600 3.2850
F -2.9339 3.9594 -4.1296
C -2.5620 3.1663 -3.1334
C -2.9152 3.4696 -1.8354
F -3.6154 4.5689 -1.5703
C -2.5126 2.6425 -0.8065
F -2.8271 2.9835 0.4542
C -1.7582 1.5080 -1.0317
O -1.3546 0.7369 0.0124
C -1.4088 1.2252 -2.3466
F -0.6614 0.1572 -2.6464
C -1.8032 2.0392 -3.3875
F -1.4546 1.7415 -4.6334
N -0.0722 1.4669 2.4830
C 0.6782 0.3712 2.7707
C 1.5485 0.3904 3.8749
C 2.3237 -0.7015 4.1439
C 2.2456 -1.8258 3.3148
C 1.3637 -1.7868 2.2769
N 0.5665 -0.7226 1.9986
H 0.1059 2.3130 2.9911
H -0.5544 1.5396 1.6013
H 1.5932 1.2812 4.4892
H 2.9969 -0.6904 4.9925
H 2.8500 -2.7057 3.4809
H 1.2644 -2.6283 1.6104
S -2.9260 -1.5309 -1.0505
C -2.2331 -2.7945 -1.9383
N -1.6890 -3.6486 -2.4984
*
```

*Q*
The following is a DFT calculation (ωB97M-V with the def2-TZVPD basis set) of C35H24BrF5N7O4STi as an isolated structure.

Values from the calculation:
E_HOMO   -10.27 eV
HOMO-LUMO gap   0.232 hartree

Geometry as ORCA input:
```
! wB97M-V def2-TZVPD RIJCOSX def2/J DEFGRID3
* xyz 1 1
Ti -0.7451 -0.5056 0.2621
C 0.1183 -1.5417 3.2218
O 0.0669 -0.4897 2.2563
C 0.4917 0.7596 2.6987
C 0.6828 1.0899 4.0300
C 1.1011 2.3788 4.3513
Br 1.3930 2.8099 6.1711
C 1.2887 3.3364 3.3797
C 1.0796 3.0195 2.0348
C 0.7163 1.7144 1.6974
O 0.5926 1.2840 0.3841
C 1.3084 4.0688 1.0561
N 2.1847 5.0123 1.2720
C 2.1684 5.8093 0.1650
C 2.9113 6.9499 -0.1296
C 2.6915 7.5482 -1.3487
C 1.7583 7.0414 -2.2601
C 1.0044 5.9191 -1.9833
C 1.2190 5.3060 -0.7580
N 0.6981 4.1662 -0.1824
H -0.6557 -1.4093 3.9854
H 1.1054 -1.5662 3.6930
H -0.0506 -2.4676 2.6608
H 0.5093 0.3867 4.8266
H 1.5978 4.3409 3.6189
H 0.8385 2.0264 -0.2065
H 3.6228 7.3354 0.5815
H 3.2509 8.4306 -1.6164
H 1.6305 7.5441 -3.2067
H 0.2856 5.5337 -2.6887
H -0.2161 3.7832 -0.4395
O 0.6679 -1.3691 -0.1621
C 1.9514 -1.6949 -0.0685
C 2.9344 -0.7805 -0.4563
C 4.2733 -1.1061 -0.3690
C 4.6582 -2.3524 0.1055
C 3.7004 -3.2796 0.4639
C 2.3421 -2.9806 0.3663
C 1.3220 -3.9701 0.6527
N 0.0706 -3.7101 0.9933
C -0.5414 -4.9187 1.1293
C 0.3404 -5.9232 0.8516
N 1.5200 -5.3106 0.5532
H 2.6206 0.1777 -0.8486
H 5.0178 -0.3881 -0.6744
H 5.7032 -2.6015 0.1856
H 4.0083 -4.2466 0.8333
H -1.5705 -4.9870 1.4235
H 0.2283 -6.9873 0.8432
H 2.3722 -5.7763 0.2859
F -4.0725 -0.7846 -5.8560
C -3.3914 -0.5528 -4.7380
C -2.0255 -0.2714 -4.8001
F -1.4064 -0.2500 -5.9746
C -1.3184 -0.0578 -3.6248
F 0.0101 0.1396 -3.6083
C -1.9499 -0.1111 -2.3751
O -1.2748 0.0343 -1.2685
C -3.3238 -0.3947 -2.3447
F -3.8856 -0.4962 -1.1212
C -4.0419 -0.6322 -3.5053
F -5.3286 -0.9647 -3.4631
N -1.2409 -2.8092 -1.7250
C -2.1931 -2.8505 -0.7603
C -3.3353 -3.6585 -0.9202
C -4.2969 -3.6774 0.0586
C -4.0962 -2.9196 1.2157
C -2.9709 -2.1356 1.3012
N -2.0453 -2.0624 0.3243
H -1.2695 -3.5182 -2.4411
H -0.3337 -2.4267 -1.4679
H -3.4388 -4.2490 -1.8169
H -5.1786 -4.2877 -0.0544
H -4.8127 -2.9426 2.0196
H -2.8018 -1.5304 2.1883
S -2.3723 0.9686 1.3928
C -2.0703 2.1064 0.2539
N -1.8057 2.9224 -0.5248
*
```

Top of the stability list: *P*, leading by 1.627 eV.

*P*
The following is a DFT calculation (ωB97M-V with the def2-TZVPD basis set) of C8H11O2PS in the gas phase.

Values from the calculation:
Structure (SMILES)   CP(C)SO[C@H]1C=CC=CC1=O
E_HOMO   -8.55 eV
HOMO-LUMO gap   0.305 hartree

Geometry as ORCA input:
```
! wB97M-V def2-TZVPD RIJCOSX def2/J DEFGRID3
* xyz 0 1
C 2.6947 -0.9031 1.1615
P 1.7303 -0.0279 -0.2569
C 3.1870 1.0508 -0.7940
S 0.6434 1.4007 0.8050
O -0.6737 1.4079 -0.2428
C -1.7950 0.8174 0.3632
C -3.0382 1.2109 -0.3292
C -4.1593 0.4768 -0.3965
C -4.0974 -0.7419 0.3374
C -3.0147 -1.3096 0.8332
C -1.7036 -0.6174 0.6739
O -0.6592 -1.2201 0.9659
H 3.6337 -0.9774 0.7631
H 2.3205 -1.8824 1.5231
H 2.8478 -0.1163 1.9320
H 3.8762 0.4357 -1.2710
H 3.6866 1.6709 -0.0300
H 2.6032 1.7862 -1.4659
H -1.9084 1.1347 1.3386
H -2.7986 2.1321 -0.7975
H -5.0354 0.7153 -1.0164
H -5.0698 -1.2567 0.3705
H -3.1097 -2.3123 1.2645
*
```

*Q*
The following is a DFT calculation (ωB97M-V with the def2-TZVPD basis set) of C8H11O2PS in the gas phase.

Values from the calculation:
Structure (SMILES)   COc1cccc(OC)c1[PH2]=S
E_HOMO   -8.58 eV
HOMO-LUMO gap   0.343 hartree

Geometry as ORCA input:
```
! wB97M-V def2-TZVPD RIJCOSX def2/J DEFGRID3
* xyz 0 1
C -2.3202 2.6444 1.0749
O -1.4235 1.9353 0.1324
C -0.9662 0.6618 0.5400
C -1.3419 -0.1492 1.5430
C -0.6471 -1.3437 1.7158
C 0.2769 -1.8447 0.7611
C 0.5604 -1.0342 -0.3431
O 1.4618 -1.2291 -1.3372
C 2.2821 -2.3999 -1.3410
C 0.0478 0.2302 -0.3331
P 0.8885 1.4444 -1.7149
S 0.5081 1.4314 -3.5383
H -2.8754 1.8243 1.5315
H -2.9358 3.3295 0.3714
H -1.8185 3.2257 1.7943
H -2.1829 0.1127 2.2452
H -0.9882 -2.1104 2.3349
H 0.8440 -2.7363 0.8935
H 2.8775 -2.3922 -0.3829
H 2.9932 -2.2880 -2.1859
H 1.8024 -3.3755 -1.4931
H 2.1945 1.4660 -1.2658
H 0.7623 2.5975 -1.0028
*
```

Top of the stability list: *Q*, leading by 0.308 eV.

*P*
The following is a DFT calculation (ωB97M-V with the def2-TZVPD basis set) of an isolated ion of composition C4H9N2O and charge +1.

Values from the calculation:
<S²>   2.02
E_HOMO (spin up / spin down)   -15.12 / -15.57 eV
HOMO-LUMO gap (spin up / spin down)   0.431 / 0.277 hartree

Geometry as ORCA input:
```
! wB97M-V def2-TZVPD RIJCOSX def2/J DEFGRID3
* xyz 1 3
C 1.2542 -0.5745 -0.0517
C -1.1474 -0.5763 0.3112
C 2.5409 0.1810 0.0465
C -2.4182 0.1975 -0.2707
N 0.0810 0.2034 -0.0774
N 1.2740 -1.8219 -0.1555
O -1.0290 -1.8026 0.1191
H -1.4392 -0.2497 1.3549
H 3.2581 -0.2665 -0.5954
H 2.8889 0.1722 1.0414
H 2.3591 1.3201 -0.3035
H -3.4404 -0.0941 0.0721
H -2.4971 0.0301 -1.4309
H -2.4161 1.2419 -0.1682
H 0.1753 1.1690 -0.2303
H 0.4354 -2.2985 -0.5062
*
```

*Q*
The following is a DFT calculation (ωB97M-V with the def2-TZVPD basis set) of an isolated ion of composition C4H9N2O and charge +1.

Values from the calculation:
<S²>   2.02
E_HOMO (spin up / spin down)   -10.81 / -15.93 eV
HOMO-LUMO gap (spin up / spin down)   0.270 / 0.228 hartree

Geometry as ORCA input:
```
! wB97M-V def2-TZVPD RIJCOSX def2/J DEFGRID3
* xyz 1 3
C -1.5284 -0.7617 -1.0732
C -1.1566 0.7194 1.0524
C 1.5562 -0.9498 -0.0140
C 0.7152 0.0516 -0.8922
N -0.1436 1.3757 1.5591
N -0.6418 -0.1172 -0.4469
O -2.2936 0.4173 1.2731
H -1.3590 -1.1052 -2.0718
H -2.3152 -0.8321 -0.3705
H 0.9517 -1.2615 0.9664
H 1.7906 -1.7640 -0.5763
H 2.4322 -0.3288 0.1568
H 0.7231 -0.1146 -2.0530
H 1.0240 1.1809 -0.7486
H 0.6475 1.3844 1.0092
H -0.4024 2.1056 2.2295
*
```

Top of the stability list: *P*, leading by 1.823 eV.